1.
{"formula": "C23H24GdN2O2", "method": "wB97M-V/def2-TZVPD", "total_charge": -1, "s2": 16.07, "spin_multiplicity": 8, "molar_mass_g_mol": 517.7, "total_energy_ev": -52148.526, "elements": ["C", "C", "C", "C", "C", "Gd", "C", "C", "C", "N", "H", "H", "H", "H", "H", "H", "H", "H", "H", "H", "C", "C", "C", "C", "C", "C", "N", "C", "C", "C", "C", "C", "C", "C", "O", "O", "C", "C", "H", "H", "H", "H", "H", "H", "H", "H", "H", "H", "H", "H", "H", "H"], "coordinates": [[-2.15663, 0.81046, 0.12026], [-1.62678, 1.27867, -1.12031], [-0.58710, 2.22032, -0.83285], [-0.47574, 2.32379, 0.58846], [-1.44531, 1.45489, 1.17673], [0.30374, -0.15857, -0.06594], [0.41540, -0.96738, -2.49378], [-0.53560, -1.57679, -1.77182], [-1.57364, -2.39025, -1.60925], [-0.45580, -1.62907, 1.03144], [-0.00133, 2.77775, -1.56547], [-1.94608, 0.96033, -2.11186], [0.19694, 2.98431, 1.13142], [-1.61107, 1.31994, 2.24466], [-2.96845, 0.09361, 0.23571], [0.22712, -0.09404, -3.14218], [-0.55815, -2.20704, 1.87868], [1.43005, -1.37953, -2.61341], [-1.97783, -2.99288, -2.43172], [-2.06678, -2.52053, -0.64213], [1.62352, -1.95589, 4.22880], [1.76277, -0.50035, 3.87084], [0.69315, 0.36131, 4.11170], [0.78160, 1.72185, 3.81546], [1.94027, 2.21682, 3.24043], [2.99240, 1.34725, 2.91041], [4.07990, 1.92972, 2.26258], [4.93663, 1.41371, 1.29565], [6.27181, 1.85249, 1.27231], [7.19410, 1.21083, 0.45292], [6.79278, 0.15613, -0.38117], [5.44963, -0.21978, -0.43877], [4.52066, 0.44750, 0.35403], [3.06601, 0.21437, 0.17775], [2.60816, -0.97960, 0.11064], [2.30110, 1.23926, 0.10263], [2.94584, -0.01503, 3.29092], [4.09848, -0.94903, 3.11967], [1.65879, -2.59803, 3.33840], [2.41343, -2.28550, 4.91622], [0.66203, -2.13470, 4.72536], [-0.21908, -0.05191, 4.55043], [-0.04953, 2.39248, 4.03517], [2.04149, 3.27572, 2.98618], [4.27032, 2.89727, 2.50517], [6.56234, 2.67109, 1.93742], [8.23763, 1.52796, 0.47145], [7.51993, -0.36594, -1.00291], [5.09273, -1.01866, -1.09234], [3.88652, -1.69821, 2.34316], [5.02978, -0.44334, 2.85524], [4.28252, -1.49504, 4.05650]]}



2.
{"formula": "C22H28BrN3OS3Zn", "method": "wB97M-V/def2-TZVPD", "total_charge": 2, "e_above_lowest_ev": 0.189, "molar_mass_g_mol": 592.0, "total_energy_ev": -180740.981, "elements": ["Zn", "C", "C", "S", "C", "C", "S", "C", "C", "S", "H", "H", "H", "H", "H", "H", "H", "H", "H", "H", "H", "H", "C", "N", "N", "C", "O", "C", "C", "C", "C", "C", "C", "C", "C", "C", "H", "H", "H", "H", "H", "H", "H", "H", "H", "H", "H", "H", "Br", "C", "C", "C", "N", "C", "C", "H", "H", "H", "H"], "coordinates": [[-0.16222, -0.57447, 1.27651], [0.33203, 0.60411, 4.29408], [1.38632, -0.50146, 4.29093], [1.63973, -1.38580, 2.71422], [0.98074, -3.06222, 3.06720], [-0.04428, -3.60674, 2.07864], [-1.49710, -2.59110, 1.68102], [-2.35688, -2.31338, 3.25364], [-1.72931, -1.35029, 4.26021], [-1.26253, 0.23709, 3.51478], [0.68718, 1.47650, 3.74339], [0.16178, 0.91688, 5.32432], [1.18736, -1.25844, 5.04684], [2.34955, -0.05733, 4.53975], [0.58906, -3.05468, 4.08058], [1.84208, -3.72964, 3.06110], [-0.39682, -4.57399, 2.43855], [0.40868, -3.77537, 1.09989], [-2.52114, -3.28415, 3.72260], [-3.33567, -1.94875, 2.93771], [-0.85371, -1.78368, 4.73269], [-2.45800, -1.15712, 5.04693], [-4.46390, 3.72597, 0.00654], [-3.09813, 3.40394, 0.38410], [-2.55707, 2.16277, 0.16948], [-1.28105, 2.14415, 0.64986], [-0.53465, 1.12126, 0.46464], [-1.05019, 3.39732, 1.23336], [-2.19627, 4.14997, 1.03940], [-2.49228, 5.54887, 1.44965], [-3.15607, 1.14644, -0.63438], [-3.09836, 1.23545, -2.01708], [-3.64135, 0.21373, -2.78359], [-4.21932, -0.88908, -2.16597], [-4.27064, -0.96915, -0.77937], [-3.74222, 0.05567, -0.00831], [-5.07562, 2.82907, 0.06387], [-4.51037, 4.12928, -1.00444], [-4.85438, 4.45940, 0.70639], [-0.13506, 3.73393, 1.68724], [-1.58677, 6.02308, 1.81803], [-3.23682, 5.57324, 2.24727], [-2.87280, 6.13387, 0.61270], [-2.62899, 2.09265, -2.48371], [-3.61620, 0.28047, -3.86300], [-4.64406, -1.68196, -2.76700], [-4.73818, -1.82209, -0.30540], [-3.79397, 0.03337, 1.07443], [1.75198, -2.42464, -4.90372], [1.26489, -1.95743, -3.16178], [2.20351, -1.98442, -2.13959], [1.79412, -1.63976, -0.86842], [0.53717, -1.28157, -0.57787], [-0.35824, -1.24627, -1.57639], [-0.03988, -1.57797, -2.87565], [3.22935, -2.26528, -2.32834], [2.50369, -1.64464, -0.04973], [-1.36464, -0.93716, -1.32019], [-0.79279, -1.54184, -3.64949]]}



3.
{"formula": "C23H44BrN2O4PTi", "method": "wB97M-V/def2-TZVPD", "e_above_lowest_ev": 0.000, "s2": 2.01, "spin_multiplicity": 3, "molar_mass_g_mol": 571.4, "total_energy_ev": -138189.735, "elements": ["Ti", "C", "C", "C", "C", "C", "C", "C", "C", "C", "H", "H", "H", "H", "H", "H", "H", "H", "H", "H", "H", "H", "Br", "C", "C", "N", "C", "C", "C", "C", "N", "H", "H", "H", "H", "H", "H", "H", "H", "H", "H", "H", "H", "H", "H", "C", "C", "C", "C", "O", "P", "O", "O", "O", "C", "C", "C", "C", "H", "H", "H", "H", "H", "H", "H", "H", "H", "H", "H", "H", "H", "H", "H", "H", "H", "H"], "coordinates": [[0.18843, 0.09293, 0.02901], [2.53418, 2.28935, 1.63349], [1.63281, 1.09124, 1.65999], [0.30013, 1.21732, 2.06782], [-0.50004, 0.06930, 2.28234], [-1.91136, 0.16570, 2.78437], [0.08291, -1.19207, 2.07649], [1.34022, -1.33749, 1.47885], [1.86158, -2.70538, 1.14030], [2.12356, -0.16869, 1.28157], [3.01289, 2.40136, 2.60926], [1.97465, 3.19749, 1.41435], [3.31312, 2.17749, 0.88061], [-0.09108, 2.19441, 2.31787], [-2.02619, -0.38146, 3.72192], [-2.58970, -0.27898, 2.05307], [-2.20289, 1.20265, 2.94601], [-0.48210, -2.07815, 2.33144], [2.02531, -3.30003, 2.04179], [2.80489, -2.64103, 0.59833], [1.13457, -3.23288, 0.51954], [3.16263, -0.26760, 0.99644], [-1.58349, -1.72132, -0.37166], [3.25194, -0.40905, -5.58536], [2.77589, -1.53734, -4.67137], [1.61871, -1.17476, -3.86357], [0.30709, -1.42850, -4.44622], [-0.27169, -2.79849, -4.09144], [1.72957, -0.70936, -2.59059], [3.08714, -0.36695, -2.04701], [0.70995, -0.54947, -1.81464], [4.09379, -0.74385, -6.19341], [3.56170, 0.45850, -5.00340], [2.44798, -0.09221, -6.25099], [3.58478, -1.86586, -4.01967], [2.49515, -2.40013, -5.27778], [0.41867, -1.35299, -5.52969], [-0.38304, -0.63984, -4.13610], [0.36185, -3.59840, -4.47931], [-1.26278, -2.89629, -4.53669], [-0.37532, -2.93075, -3.01450], [3.83236, -0.20002, -2.81871], [3.42928, -1.16610, -1.38781], [2.97096, 0.54280, -1.46127], [-0.17221, -0.77504, -2.26269], [-2.85190, 4.11664, -1.43767], [-1.76985, 4.43129, -0.40651], [-1.49349, 5.92946, -0.35254], [-2.19568, 3.92676, 0.97068], [-0.49529, 3.82803, -0.75000], [-0.27286, 2.34398, -1.30420], [1.14819, 1.98298, -0.99917], [-1.25264, 1.35750, -0.71758], [-0.60977, 2.36861, -2.86908], [0.02932, 3.13725, -3.90628], [0.39244, 4.54801, -3.44617], [1.30207, 2.41631, -4.35031], [-0.98076, 3.19378, -5.04638], [-3.78189, 4.60899, -1.15271], [-3.02031, 3.04190, -1.48988], [-2.55508, 4.47492, -2.42452], [-2.38140, 6.46133, -0.01015], [-1.21900, 6.30319, -1.33952], [-0.67241, 6.12787, 0.33697], [-3.10666, 4.43577, 1.28778], [-1.40964, 4.13042, 1.70031], [-2.38435, 2.85419, 0.92239], [1.13158, 4.50138, -2.64491], [-0.48582, 5.07418, -3.07529], [0.80590, 5.10413, -4.28707], [1.91024, 2.18502, -3.47400], [1.86678, 3.05466, -5.03067], [1.06148, 1.48587, -4.86224], [-1.89568, 3.68838, -4.71803], [-1.23640, 2.18485, -5.37308], [-0.56238, 3.74463, -5.88944]]}



4.
{"formula": "C5H14S", "method": "wB97M-V/def2-TZVPD", "total_charge": 1, "e_above_lowest_ev": 0.853, "s2": 0.75, "spin_multiplicity": 2, "molar_mass_g_mol": 106.2, "total_energy_ev": -16237.715, "elements": ["C", "C", "H", "H", "H", "H", "H", "H", "C", "C", "C", "S", "H", "H", "H", "H", "H", "H", "H", "H"], "coordinates": [[0.42687, 1.72987, 0.76817], [0.28353, 3.19527, 0.15483], [-0.07468, 1.02788, 0.07647], [1.44669, 1.54169, 0.96683], [-0.07729, 1.66475, 1.72210], [1.21723, 3.65276, 0.37712], [-0.53013, 3.66722, 0.72636], [-0.11901, 3.22704, -0.84761], [-1.11551, -1.54118, 0.28622], [-0.27388, -2.54098, 1.10019], [0.46644, -1.00099, -2.15126], [-0.97376, -1.88428, -1.49898], [-2.18012, -1.44813, 0.50303], [-0.58610, -0.62778, 0.59305], [-0.84034, -3.15943, 1.82133], [0.18658, -1.86834, 1.78588], [1.11414, -1.72158, -2.72091], [0.04491, -0.28428, -2.84338], [1.10361, -0.52816, -1.38535], [0.48084, -3.10136, 0.56591]]}



5.
{"formula": "C29H23Br2Cl3F6LaN8O7PS5SbSi", "method": "wB97M-V/def2-TZVPD", "total_charge": -2, "e_above_lowest_ev": 1.126, "s2": 0.76, "spin_multiplicity": 2, "molar_mass_g_mol": 1455.8, "total_energy_ev": -329409.733, "elements": ["La", "S", "Sb", "S", "S", "S", "Br", "C", "C", "C", "N", "C", "C", "C", "C", "C", "Br", "C", "C", "N", "H", "H", "H", "H", "H", "H", "F", "P", "F", "F", "F", "F", "F", "N", "C", "S", "N", "C", "C", "C", "C", "C", "C", "H", "H", "H", "H", "H", "H", "H", "H", "N", "C", "C", "C", "C", "C", "C", "H", "H", "H", "H", "H", "H", "H", "Cl", "Si", "Cl", "Cl", "O", "N", "O", "C", "C", "C", "C", "O", "C", "C", "N", "O", "O", "N", "O", "O", "H", "H"], "coordinates": [[0.36803, -0.13501, -0.59287], [-0.03886, -4.19106, -4.13757], [-1.19025, -2.54931, -2.97805], [-0.22857, -0.45817, -3.48812], [-0.71763, -2.83536, -0.68051], [-3.42199, -2.85892, -3.54273], [5.89693, 4.18806, -3.87585], [4.47414, 3.07649, -3.28822], [4.72634, 1.79034, -2.86312], [3.63203, 1.03701, -2.46206], [2.38748, 1.49208, -2.44100], [2.15675, 2.74122, -2.85660], [3.18511, 3.56785, -3.30438], [0.75030, 3.20616, -2.84793], [0.39868, 4.52504, -3.12252], [-0.94196, 4.85020, -3.10760], [-1.46468, 6.63807, -3.45252], [-1.90075, 3.88710, -2.87477], [-1.44599, 2.60468, -2.60517], [-0.16248, 2.28143, -2.55693], [5.72385, 1.37945, -2.83055], [3.78424, 0.01315, -2.14938], [2.99649, 4.56960, -3.65489], [1.13455, 5.29185, -3.30384], [-2.95472, 4.11938, -2.87859], [-2.14832, 1.80567, -2.41298], [1.46462, -1.93722, 1.04857], [2.93328, -1.26741, 1.37587], [2.78925, -0.52190, -0.16974], [2.13100, 0.01799, 1.95834], [3.02255, -1.95411, 2.79427], [3.63724, -2.50362, 0.64957], [4.32402, -0.50939, 1.54742], [-4.79612, 0.10922, 0.88298], [-3.91299, -0.71643, 0.27618], [-3.28984, -0.24773, -1.21918], [-3.56098, -1.87064, 0.83843], [-3.83783, -2.39087, 2.11182], [-5.02231, -2.14062, 2.80523], [-5.21476, -2.67943, 4.06980], [-4.25492, -3.49619, 4.63998], [-3.09359, -3.78063, 3.93273], [-2.88062, -3.23439, 2.68157], [-4.96464, 0.98589, 0.41759], [-4.92460, 0.06946, 1.88159], [-2.77590, -2.34091, 0.35905], [-5.81717, -1.56776, 2.34930], [-6.12540, -2.45266, 4.60996], [-4.40697, -3.90781, 5.62868], [-2.33741, -4.41503, 4.37380], [-1.95967, -3.43578, 2.15227], [2.38086, -2.19397, -2.47480], [3.61039, -2.58777, -2.97929], [4.18067, -1.91712, -4.06654], [5.44003, -2.26433, -4.52474], [6.15983, -3.27983, -3.91117], [5.59135, -3.95979, -2.84143], [4.32994, -3.62689, -2.38186], [1.77572, -1.77039, -3.17070], [1.93063, -2.90825, -1.91585], [3.61741, -1.12744, -4.55055], [5.86005, -1.74499, -5.37789], [7.14663, -3.54944, -4.26629], [6.13216, -4.76728, -2.36314], [3.88669, -4.17059, -1.55767], [0.01965, 4.31590, 0.09639], [1.00452, 2.47227, 0.57780], [0.70830, 2.62132, 2.66921], [3.00284, 3.16296, 0.42064], [-4.05060, 3.70901, 5.40039], [-3.36583, 2.73542, 5.68515], [-3.20226, 2.34037, 6.83142], [-2.73939, 2.01201, 4.61967], [-1.98005, 0.88116, 4.89892], [-1.39104, 0.16642, 3.89109], [-1.50963, 0.54077, 2.48745], [-1.03587, -0.12960, 1.54889], [-2.31184, 1.74110, 2.28262], [-2.89283, 2.43962, 3.30875], [-2.53276, 2.22688, 0.95896], [-1.91791, 1.72108, 0.03583], [-3.38333, 3.09379, 0.77773], [-0.62092, -1.00099, 4.27834], [-0.78801, -1.41629, 5.42335], [0.13116, -1.50966, 3.48350], [-1.85461, 0.56068, 5.92179], [-3.45691, 3.33487, 3.09672]]}



Q: Which formula does entry 4 have?
A: C5H14S